(1)
103
Properties=species:S:1:pos:R:3:mulliken_charge:R:1 method="wB97M-V/def2-TZVPD" energy_ha=-3720.784637 de_lowest_ev=0.6078
C 3.11256 -1.34093 4.26523 -0.47
C 2.68415 -0.00927 4.92266 -0.15
O 1.28765 0.18048 5.01645 -0.54
C 0.62802 0.17556 3.76803 -0.68
C 1.09246 1.26609 2.81502 -0.12
O 2.12444 0.79774 1.97296 0.26
C 3.11654 1.74246 1.63917 -1.20
C 3.43016 1.68435 0.15580 0.65
O 3.49671 0.35199 -0.24811 -0.45
C 3.12829 0.11246 -1.62844 -0.66
Si 1.30098 -0.39591 -1.56313 -0.08
O 0.56252 -0.42259 -3.05071 -0.59
O 0.57622 0.61800 -0.50381 0.48
Si -0.85275 1.37995 -0.94428 0.34
C -2.27162 0.18518 -1.28321 -0.45
C -3.54080 0.88086 -0.83213 -0.71
O -4.69631 0.20299 -1.31023 -0.42
C -5.84840 0.99742 -1.11290 -0.98
C -7.07559 0.13160 -0.77151 1.06
F -6.74464 -1.16598 -0.88302 -0.31
F -8.03635 0.35898 -1.69865 -0.32
C -7.65034 0.35210 0.67034 0.45
F -6.78605 0.99047 1.48584 -0.32
F -7.86246 -0.86797 1.21081 -0.31
C -9.02326 1.05704 0.70996 0.70
F -9.95401 0.23726 0.20469 -0.30
F -8.98895 2.20130 -0.00891 -0.31
C -9.45971 1.45302 2.13626 0.08
F -9.46492 0.39978 2.96526 -0.24
F -10.73161 1.91404 2.04839 -0.28
C -0.66728 2.60528 -2.36382 -1.35
C 0.71633 3.24857 -2.51213 -0.51
C 1.10139 4.26211 -1.45884 0.41
C 0.29236 4.68066 -0.44460 0.06
C 0.71010 5.59669 0.48334 -0.98
C 1.95958 6.12355 0.40784 -0.51
C 2.76233 5.72397 -0.62378 -0.55
C 2.35441 4.82013 -1.54512 -0.42
P 1.29149 -2.41586 -0.56187 0.90
O 0.15700 -2.45657 0.37382 -0.53
O 2.65304 -2.56639 0.27133 -0.51
O 1.32218 -3.60199 -1.63832 -0.54
H 3.50029 -1.11054 3.27410 0.02
H 2.25967 -1.99502 4.10125 -0.02
H 3.86082 -1.85499 4.85804 0.44
H 3.06068 -0.02835 5.94242 0.48
H 3.19203 0.81914 4.42138 0.03
H -0.42043 0.37696 3.98266 0.50
H 0.65103 -0.79691 3.26998 0.15
H 1.38227 2.12615 3.42385 0.46
H 0.22568 1.54231 2.20574 -0.19
H 4.02651 1.50584 2.20761 0.22
H 2.85551 2.76534 1.91702 0.49
H 2.63817 2.23750 -0.35405 -0.51
H 4.35916 2.25045 0.00068 0.49
H 3.28885 1.02035 -2.21042 0.41
H 3.76356 -0.70361 -1.94760 0.37
H 0.62587 -1.32774 -3.38407 0.29
H -1.27563 2.15465 0.24781 -0.41
H -2.33498 -0.08095 -2.33534 0.38
H -2.13182 -0.74114 -0.71990 0.44
H -3.54458 1.02198 0.25056 0.38
H -3.52862 1.88195 -1.29245 0.35
H -5.64719 1.77023 -0.37366 0.48
H -6.07530 1.51157 -2.04976 0.34
H -8.85476 2.27588 2.51749 0.30
H -1.45709 3.35445 -2.30952 0.75
H -0.85129 2.04457 -3.28234 0.63
H 0.71863 3.78472 -3.46412 0.60
H 1.51479 2.51201 -2.59316 -0.21
H -0.69632 4.25876 -0.34332 0.38
H 0.03219 5.88565 1.27227 0.42
H 2.29236 6.82309 1.15701 0.41
H 3.76618 6.11702 -0.71571 0.37
H 3.00881 4.53006 -2.35395 0.41
H 2.53726 -2.07379 1.09842 0.30
H 1.33690 -4.43317 -1.13656 0.36
C 0.29265 -6.04084 2.73967 -0.59
C 0.35606 -6.38375 4.22469 -0.66
C 1.29087 -5.30405 4.75251 -0.51
O 1.09277 -4.15566 3.92634 -0.29
C 0.32535 -4.51910 2.76922 0.30
H -0.58830 -6.43475 2.23441 0.38
H 1.18028 -6.42739 2.23100 0.29
H -0.63402 -6.27634 4.67376 0.27
H 0.71492 -7.39163 4.43006 0.36
H 2.33948 -5.61160 4.66901 0.30
H 1.08938 -5.04115 5.79197 0.29
H -0.68010 -4.10162 2.87938 0.21
H 0.77912 -4.07903 1.88318 -0.35
C 4.93482 -1.91649 -5.93094 -0.64
C 3.66452 -1.44411 -6.62968 -0.65
C 2.67880 -1.38202 -5.47291 -0.43
O 3.44182 -1.06410 -4.30316 -0.10
C 4.83894 -1.19824 -4.59338 -0.54
H 5.84897 -1.67967 -6.47266 0.35
H 4.89755 -2.99782 -5.78064 0.28
H 3.81760 -0.44599 -7.04632 0.27
H 3.33344 -2.10041 -7.43278 0.36
H 2.19364 -2.35273 -5.31314 0.32
H 1.90550 -0.62628 -5.61503 0.22
H 5.27473 -0.19503 -4.64855 0.32
H 5.32618 -1.74324 -3.78404 0.31

=====

(2)
94
Properties=species:S:1:pos:R:3:mulliken_charge:R:1 method="wB97M-V/def2-TZVPD" energy_ha=-2708.325528 smiles="CCCCCCCCc1cc(F)cc2c1C(=O)C=CC2=O.CCOP(=O)(OCC)OCC.CCOP(=O)(OCC)OCC"
C -3.80044 -0.94079 -3.29766 -0.82
C -2.91921 -1.80394 -2.22924 -0.44
C -1.45135 -1.14296 -2.17822 0.38
C -0.24002 -2.19113 -2.05034 -0.93
C -0.30646 -3.42721 -3.07574 -0.79
C -0.48125 -2.77045 -4.56400 0.37
C 0.22187 -3.66147 -5.70658 -0.71
C -0.05540 -3.13019 -7.21954 -1.00
C -0.75258 -1.69616 -7.11973 0.87
C -2.31900 -1.67393 -7.19855 -0.45
C -3.05908 -0.32665 -7.06050 0.21
F -4.47778 -0.20929 -7.10794 -0.33
C -2.20164 0.95905 -6.83060 -0.64
C -0.65911 0.93374 -6.77978 0.34
C 0.11199 -0.43122 -6.91611 0.05
C 1.71505 -0.43532 -6.82171 0.56
O 2.37910 -1.43912 -6.42376 -0.54
C 2.41573 0.95016 -7.25490 -0.51
C 1.71585 2.18979 -7.12235 -0.49
C 0.20213 2.27080 -6.58857 0.43
O -0.31789 3.29747 -6.08750 -0.58
H -3.48076 0.17019 -3.31177 0.21
H -3.73541 -1.42056 -4.33732 0.08
H -4.92201 -0.92649 -3.01891 0.36
H -2.93475 -2.92330 -2.44370 0.22
H -3.44064 -1.63721 -1.21642 0.40
H -1.42078 -0.49955 -1.21528 -0.31
H -1.35094 -0.40304 -3.04442 0.19
H 0.72787 -1.59318 -2.26271 0.31
H -0.14557 -2.55626 -0.96145 0.39
H -1.18848 -4.12475 -2.83647 0.27
H 0.67368 -4.01098 -3.04813 0.39
H -0.00439 -1.72114 -4.47135 -0.06
H -1.62643 -2.68718 -4.70759 -0.06
H -0.15844 -4.75541 -5.69258 0.36
H 1.36049 -3.73384 -5.57702 0.30
H -0.79926 -3.80853 -7.78771 0.38
H 0.91570 -3.06002 -7.83963 0.30
H -2.94648 -2.62295 -7.33636 0.28
H -2.71317 1.96740 -6.69228 0.38
H 3.48699 0.93916 -7.66408 0.33
H 2.28829 3.12771 -7.42372 0.32
O 2.69333 3.86453 0.78467 -0.74
P 1.50712 2.90280 0.62701 1.01
O 0.42980 4.07085 0.17336 -0.24
C 0.57144 4.65623 -1.11357 -0.47
C 0.38979 3.64059 -2.22561 -0.79
O 1.20876 2.82319 2.25984 -0.40
C 2.31999 2.74753 3.15648 -0.13
C 2.53762 4.09903 3.81562 -1.17
O 0.26612 1.74292 0.40198 -0.32
C -0.95764 1.73556 1.14501 0.22
C -1.98310 2.75713 0.68734 -1.08
H 1.54414 5.14963 -1.19417 0.29
H -0.19530 5.43062 -1.19965 0.33
H 1.21009 2.91483 -2.22756 0.29
H 0.36925 4.13509 -3.19948 0.43
H -0.53671 3.07777 -2.10055 0.05
H 3.21787 2.40834 2.63807 0.38
H 2.09123 1.99751 3.91840 0.14
H 2.49799 4.92112 3.09352 0.30
H 3.50209 4.13078 4.32774 0.38
H 1.75084 4.29164 4.54983 0.30
H -0.79065 1.80913 2.21965 -0.02
H -1.38974 0.74335 0.97950 0.36
H -1.74100 3.75852 1.04912 0.29
H -2.97133 2.50941 1.08446 0.46
H -2.04714 2.79843 -0.40211 0.13
O -1.31418 -1.86802 6.96416 -0.72
P 0.18751 -1.83610 6.64683 1.10
O 0.67863 -1.87025 8.22458 -0.26
C 0.50965 -3.07479 8.95826 -0.33
C 1.31832 -4.21884 8.37488 -0.95
O 0.20531 -0.19962 6.35445 -0.38
C -0.87983 0.37649 5.62562 -0.02
C -1.81164 1.10831 6.57668 -1.20
O 1.83130 -1.87980 6.16808 -0.46
C 2.79108 -0.87118 6.49233 0.10
C 3.33437 -0.93625 7.90845 -1.04
H -0.55127 -3.33579 9.00714 0.28
H 0.84453 -2.87703 9.97989 0.31
H 0.92997 -4.50949 7.39321 0.32
H 1.27751 -5.09185 9.03017 0.40
H 2.36274 -3.93517 8.23589 0.15
H -1.41247 -0.38465 5.05373 0.34
H -0.46236 1.08234 4.90251 0.04
H -2.03715 0.51648 7.46986 0.31
H -2.75106 1.36334 6.08081 0.37
H -1.34407 2.03268 6.92591 0.33
H 2.42941 0.13073 6.26121 0.10
H 3.63028 -1.04744 5.81210 0.34
H 2.62536 -0.52457 8.62962 0.26
H 4.24933 -0.34367 7.99317 0.43
H 3.55778 -1.96360 8.20379 0.16

=====

(3)
93
Properties=species:S:1:pos:R:3:mulliken_charge:R:1 method="wB97M-V/def2-TZVPD" energy_ha=-2134.975409 smiles="C=C[C@@H](COC)O[C@@H](I)CCCCCCCOC.CC#N.CC#N.CC#N.CC#N.CC#N.CC#N.CC#N.CC#N"
C 1.63032 -1.95466 1.46138 -0.10
C 0.70823 -1.58200 2.38070 -0.15
C -0.67963 -1.17236 1.92462 0.63
C -1.65660 -1.82894 2.91613 -1.00
O -2.97865 -1.37356 2.76052 -0.41
C -3.64450 -2.02143 1.69945 -0.49
O -0.93922 0.22827 1.96568 -0.36
C -0.43533 0.91619 0.86853 1.09
I -1.83692 0.75034 -0.79203 -0.04
C -0.18098 2.34754 1.28656 -0.69
C 0.32516 3.29846 0.19688 -0.69
C 1.85417 3.39259 0.10363 -0.65
C 2.56505 2.13393 -0.40297 0.64
C 2.81900 2.08079 -1.91395 -1.06
C 1.63748 1.48666 -2.68920 -0.05
C 1.63913 -0.03906 -2.78342 -0.73
O 2.42441 -0.63941 -1.75496 -0.31
C 2.31627 -2.04042 -1.82682 -0.90
H 1.76669 -1.40905 0.53031 -0.55
H 2.25544 -2.83594 1.58655 0.08
H 0.95297 -1.58470 3.43901 0.42
H -0.80330 -1.58635 0.92227 0.34
H -1.33069 -1.52176 3.90990 0.37
H -1.59789 -2.91452 2.81874 0.42
H -4.70300 -1.78185 1.76137 0.25
H -3.27648 -1.68869 0.72534 0.11
H -3.52959 -3.10953 1.75246 0.26
H 0.46167 0.39631 0.53995 -0.84
H -1.13310 2.72613 1.66449 0.38
H 0.50727 2.33904 2.13285 0.31
H -0.03369 4.30010 0.44577 0.36
H -0.11267 3.07995 -0.77582 0.25
H 2.07422 4.20674 -0.58715 0.37
H 2.23005 3.71890 1.07535 0.35
H 3.54171 2.09093 0.08701 0.37
H 2.05640 1.21434 -0.12294 -0.87
H 3.06572 3.07154 -2.29804 0.55
H 3.70184 1.45969 -2.06760 0.38
H 1.59667 1.89695 -3.69546 0.59
H 0.71021 1.78664 -2.20073 -0.46
H 0.61160 -0.39620 -2.66356 0.13
H 2.00366 -0.35919 -3.76179 0.74
H 1.28288 -2.36061 -1.64176 0.33
H 2.96316 -2.48878 -1.07838 0.24
H 2.58547 -2.39289 -2.82818 0.36
C 3.94223 6.75406 2.22954 -0.92
C 3.09195 6.69580 1.05130 0.49
N 2.42123 6.64137 0.12214 -0.44
H 4.47539 7.70245 2.27177 0.35
H 3.34847 6.65498 3.13660 0.27
H 4.67632 5.95027 2.21189 0.29
C -4.22002 3.46326 -2.47092 -0.34
C -4.19803 3.93887 -3.84550 0.26
N -4.18601 4.31519 -4.92883 -0.36
H -5.17035 2.98224 -2.24415 0.28
H -3.42425 2.74134 -2.28934 -0.19
H -4.08790 4.28870 -1.77325 0.26
C 1.53089 9.81190 -0.40807 -0.50
C 2.26450 11.05715 -0.57322 0.29
N 2.84245 12.03964 -0.70248 -0.36
H 0.95101 9.82145 0.51371 0.26
H 0.83959 9.65223 -1.23371 0.28
H 2.20411 8.95856 -0.37001 0.04
C 2.18684 -4.36528 4.88326 -0.91
C 1.21667 -4.59970 3.82642 0.49
N 0.45593 -4.77493 2.98648 -0.44
H 2.65603 -3.38826 4.77116 0.28
H 1.71407 -4.40017 5.86314 0.39
H 2.97369 -5.11750 4.86602 0.21
C -6.79444 -5.26044 2.01191 -0.85
C -6.55037 -4.91877 0.61976 0.33
N -6.35446 -4.65032 -0.47783 -0.34
H -7.78328 -5.69922 2.13191 0.33
H -6.05615 -5.97782 2.36571 0.27
H -6.73546 -4.37248 2.63910 0.27
C -1.42613 -1.96794 -5.10989 -0.87
C -0.64003 -0.75227 -5.24884 0.42
N -0.02300 0.20890 -5.35403 -0.44
H -2.07304 -1.91601 -4.23592 0.23
H -2.05684 -2.13038 -5.98140 0.40
H -0.78237 -2.83869 -4.99926 0.28
C -5.01312 -5.63672 -3.23636 -0.83
C -4.19119 -5.07167 -4.29465 0.39
N -3.54287 -4.62344 -5.12832 -0.38
H -5.44397 -6.58721 -3.54802 0.30
H -4.42427 -5.80865 -2.33824 0.25
H -5.82581 -4.96620 -2.97080 0.29
C 5.56820 -5.73117 2.89956 -0.65
C 5.77001 -5.38638 4.29939 0.35
N 5.91451 -5.11096 5.40349 -0.39
H 4.61546 -5.34423 2.53990 0.16
H 6.35990 -5.31020 2.28252 0.30
H 5.56933 -6.81144 2.76572 0.26